No. 1
96
Properties=species:S:1:pos:R:3:forces:R:3:lowdin_charge:R:1 method="wB97M-V/def2-TZVPD" charge=0 smiles=CC(C)O.CC(C)O.CC(C)O.CC(C)O.CC(C)O.CC(C)O.CC(C)O.O.O.O.O homo_lumo_gap_ev=9.315 e_above_lowest_kcal_mol=17.75 spin_multiplicity=1 e_lumo_ev=-0.158
O 3.706 2.530 -3.064 -0.1 -0.1 0.1 -0.06
H 4.018 1.734 -2.613 0.1 0.0 -0.3 -0.01
H 4.117 3.264 -2.597 0.0 0.0 -0.1 0.02
O 2.026 -1.226 -6.086 0.2 0.2 0.1 -0.05
H 1.904 -0.460 -5.510 -0.1 -0.2 0.0 0.03
H 2.963 -1.226 -6.312 -0.1 0.0 -0.1 0.02
O 0.374 -3.332 -4.075 0.0 0.0 0.4 -0.07
H 0.965 -4.077 -3.924 0.0 0.1 -0.1 0.03
H 0.709 -2.625 -3.493 0.0 -0.1 -0.4 -0.01
O 4.606 -0.347 -3.246 0.0 -0.1 0.1 -0.04
H 5.340 -0.903 -2.959 -0.1 0.1 0.0 0.06
H 4.566 -0.465 -4.201 0.0 0.1 0.1 0.05
C 4.557 1.342 0.484 -0.1 0.4 -1.3 -0.05
C 4.610 2.840 0.168 0.8 0.3 1.5 -0.47
C 3.320 3.586 0.470 -1.0 -0.4 -0.3 -0.04
O 5.678 3.431 0.947 0.0 -0.1 -0.2 -0.07
H 5.586 0.994 0.407 -0.1 -0.3 0.3 0.09
H 3.994 0.874 -0.331 -0.1 -0.3 0.2 0.05
H 4.079 1.090 1.429 0.1 0.1 0.1 0.08
H 4.991 2.936 -0.844 -0.2 0.2 -0.1 0.11
H 2.755 3.008 1.208 0.0 0.1 0.1 0.07
H 2.656 3.684 -0.394 0.1 -0.2 -0.1 0.07
H 3.432 4.592 0.868 0.5 0.0 -0.1 0.08
H 5.622 3.102 1.850 -0.1 0.0 0.0 0.08
C 2.522 -2.558 1.766 -0.1 -0.6 -0.9 -0.05
C 1.244 -3.376 1.798 0.0 0.2 1.1 -0.47
C 1.447 -4.803 2.265 -0.1 -0.3 0.1 -0.06
O 0.295 -2.739 2.704 0.2 -0.3 -0.5 -0.08
H 2.282 -1.590 1.327 0.2 0.2 0.4 0.07
H 3.213 -3.060 1.079 0.1 0.1 0.0 0.09
H 3.009 -2.514 2.738 -0.1 0.3 0.1 0.08
H 0.782 -3.367 0.811 -0.1 0.0 0.1 0.11
H 1.938 -4.897 3.241 0.2 0.4 -0.1 0.09
H 2.063 -5.365 1.561 -0.3 -0.1 0.0 0.09
H 0.466 -5.256 2.415 0.1 -0.3 -0.4 0.07
H 0.551 -3.047 3.581 -0.2 0.2 0.1 0.10
C 0.723 0.711 -0.967 1.4 0.6 0.5 -0.04
C 0.472 -0.685 -1.512 -1.0 0.3 0.3 -0.46
C -0.965 -0.850 -1.945 -0.7 0.0 -0.6 -0.04
O 1.295 -0.953 -2.646 0.2 0.1 0.5 -0.05
H 0.385 1.540 -1.590 -0.4 -0.2 -0.1 0.09
H 1.804 0.912 -0.865 0.1 -0.3 -0.4 0.05
H 0.448 0.874 0.079 -0.8 -0.3 -0.2 0.06
H 0.612 -1.397 -0.685 0.5 -0.2 -0.2 0.12
H -1.250 -0.063 -2.651 0.1 0.2 0.2 0.07
H -1.649 -0.843 -1.095 0.1 0.2 0.1 0.08
H -1.174 -1.767 -2.502 0.4 -0.2 0.2 0.08
H 2.170 -0.592 -2.447 0.1 -0.2 -0.3 0.07
C 0.293 0.576 3.455 -0.5 0.5 0.6 -0.06
C 0.131 1.744 4.457 -0.4 -0.9 -0.2 -0.47
C -1.121 2.565 4.129 1.3 -0.3 0.9 -0.04
O -0.015 1.141 5.749 -0.2 0.4 0.1 -0.06
H 0.229 0.853 2.402 0.4 0.2 0.0 0.06
H -0.570 -0.067 3.635 0.1 -0.2 0.0 0.08
H 1.201 0.022 3.692 0.1 -0.1 -0.3 0.07
H 0.997 2.409 4.494 0.1 0.0 -0.3 0.13
H -0.942 2.829 3.089 -0.8 0.4 -0.1 0.08
H -1.151 3.428 4.796 0.0 0.3 -0.3 0.08
H -2.021 1.998 4.355 0.0 -0.2 -0.5 0.08
H 0.701 0.513 5.875 0.0 0.0 0.0 0.08
C -1.755 -4.502 0.068 0.1 0.6 0.7 -0.03
C -2.796 -3.657 0.822 -0.4 0.3 -1.4 -0.47
C -3.518 -4.375 1.926 0.1 -1.2 -0.2 -0.05
O -2.250 -2.411 1.263 0.6 -0.3 0.3 -0.08
H -1.104 -3.809 -0.466 0.0 -0.1 -0.2 0.07
H -2.225 -5.157 -0.660 0.0 -0.2 0.1 0.09
H -1.143 -5.056 0.783 0.0 -0.3 -0.2 0.06
H -3.504 -3.378 0.035 -0.2 0.3 0.3 0.14
H -4.032 -5.268 1.549 0.1 0.1 -0.3 0.08
H -4.308 -3.790 2.389 0.4 0.3 0.4 0.08
H -2.760 -4.807 2.591 -0.3 0.5 0.5 0.08
H -1.506 -2.584 1.871 -0.2 0.1 -0.1 0.07
C -3.007 1.824 0.860 1.0 -1.2 0.3 -0.05
C -3.545 0.906 1.988 -0.7 1.1 -0.6 -0.49
C -4.682 1.545 2.762 -0.6 0.1 0.6 -0.07
O -4.027 -0.299 1.417 0.6 -0.2 0.3 -0.06
H -2.030 1.371 0.640 0.1 0.3 -0.2 0.05
H -2.825 2.858 1.144 -0.3 0.0 0.0 0.07
H -3.558 1.705 -0.071 -0.4 0.3 0.2 0.07
H -2.702 0.713 2.659 -0.2 -0.1 0.1 0.10
H -4.917 0.988 3.675 0.2 0.0 0.0 0.08
H -5.633 1.548 2.221 0.3 -0.1 -0.4 0.08
H -4.510 2.585 3.049 0.3 -0.1 0.0 0.07
H -3.276 -0.924 1.430 -0.5 -0.1 -0.2 0.04
C -3.223 3.633 -3.005 -1.1 0.3 -0.3 -0.06
C -2.243 3.281 -4.118 1.0 -0.7 1.4 -0.52
C -2.598 1.977 -4.825 0.0 0.4 0.6 -0.05
O -2.131 4.325 -5.054 -0.7 0.4 -0.6 -0.04
H -3.282 2.889 -2.210 0.3 -0.1 -0.1 0.06
H -4.242 3.720 -3.402 0.1 -0.1 -0.1 0.08
H -3.041 4.608 -2.550 0.4 -0.1 0.0 0.08
H -1.291 3.122 -3.590 0.2 0.1 -0.3 0.13
H -2.551 1.124 -4.146 -0.2 0.1 0.2 0.06
H -1.858 1.759 -5.592 -0.4 0.2 -0.4 0.08
H -3.630 2.107 -5.156 0.2 -0.4 -0.6 0.08
H -1.281 4.760 -5.068 0.2 -0.2 0.3 0.09

***

No. 2
105
Properties=species:S:1:pos:R:3:forces:R:3:lowdin_charge:R:1 method="wB97M-V/def2-TZVPD" charge=0 smiles=OCCO.OCCO.OCCO.OCCO.OCCO.OCCO.CCO.CCO.CCO.CO.CO.CO homo_lumo_gap_ev=9.282 e_above_lowest_kcal_mol=0.00 spin_multiplicity=1 e_lumo_ev=-0.070
C -20.825 -12.541 15.722 -0.6 -0.5 0.7 -0.15
O -19.469 -12.810 15.385 -0.3 0.1 -0.2 -0.12
H -20.862 -12.103 16.724 -0.2 0.3 -0.1 0.07
H -21.351 -11.920 14.999 0.7 0.4 -0.1 0.06
H -21.445 -13.445 15.757 0.3 -0.2 0.0 0.07
H -19.133 -13.333 16.119 0.1 -0.1 -0.1 0.07
C -25.243 -8.276 13.347 -0.2 -0.3 0.2 -0.12
O -24.060 -8.930 12.914 -0.4 0.1 -0.5 -0.15
H -25.782 -8.910 14.060 0.1 0.2 0.1 0.09
H -24.985 -7.319 13.803 0.1 -0.1 0.1 0.07
H -25.937 -8.082 12.524 0.2 0.0 -0.1 0.08
H -24.344 -9.490 12.166 0.2 0.0 0.1 0.04
C -20.890 -8.578 14.278 1.1 0.4 0.2 -0.13
O -21.506 -9.691 13.683 -0.5 -0.1 -0.1 -0.14
H -19.880 -8.872 14.583 -0.1 -0.2 0.1 0.07
H -20.696 -7.753 13.579 -0.4 0.0 -0.1 0.07
H -21.395 -8.196 15.172 -0.1 -0.1 -0.3 0.05
H -22.402 -9.436 13.394 0.1 0.0 0.1 0.04
C -24.351 -12.246 13.578 -1.0 0.1 -0.5 -0.25
C -24.035 -13.644 13.054 0.3 0.5 1.2 -0.21
O -22.876 -14.162 13.726 -0.1 -0.1 -0.8 -0.07
O -25.098 -12.249 14.789 0.1 -0.2 0.2 -0.07
H -25.022 -11.790 12.842 0.1 0.1 0.1 0.10
H -23.492 -11.579 13.696 0.3 -0.3 -0.2 0.10
H -23.966 -13.627 11.964 0.3 -0.2 0.0 0.11
H -24.855 -14.294 13.358 -0.1 0.0 -0.2 0.12
H -22.106 -13.905 13.204 0.0 0.0 0.2 0.09
H -24.629 -12.782 15.445 0.0 0.1 -0.1 0.09
C -18.034 -5.962 17.402 0.5 0.3 -0.5 -0.22
C -18.688 -6.583 16.182 0.1 -0.3 0.1 -0.23
O -17.769 -6.920 15.133 0.3 0.2 0.2 -0.08
O -17.730 -4.580 17.197 -0.4 0.2 0.2 -0.06
H -17.096 -6.456 17.669 -0.2 -0.5 0.0 0.12
H -18.710 -6.041 18.251 -0.1 0.2 0.0 0.11
H -19.446 -5.914 15.773 -0.1 0.0 0.2 0.11
H -19.163 -7.516 16.484 0.0 0.0 -0.1 0.11
H -17.466 -6.092 14.743 0.0 -0.1 -0.1 0.09
H -17.037 -4.490 16.538 0.1 -0.1 0.1 0.08
C -22.684 -4.686 18.081 0.8 -0.8 0.0 -0.24
C -22.069 -6.089 17.953 -0.9 0.2 -0.3 -0.20
O -21.793 -6.396 16.581 0.5 0.3 -0.1 -0.11
O -23.991 -4.631 17.573 -0.1 0.0 -0.3 -0.06
H -21.982 -4.024 17.558 -0.2 0.2 -0.1 0.12
H -22.681 -4.392 19.131 -0.3 0.0 0.0 0.12
H -22.772 -6.876 18.240 0.0 0.3 0.8 0.10
H -21.143 -6.106 18.528 0.1 -0.3 -0.2 0.11
H -22.638 -6.372 16.120 0.0 -0.1 0.0 0.05
H -23.959 -4.713 16.604 0.0 0.3 0.3 0.04
C -16.832 -10.036 15.677 -1.3 -0.9 0.4 -0.25
C -16.596 -11.325 16.461 1.0 0.5 -0.3 -0.22
O -15.222 -11.706 16.307 -0.2 0.1 0.1 -0.07
O -15.912 -9.080 16.148 0.1 0.2 -0.2 -0.06
H -17.877 -9.742 15.852 0.1 0.2 0.2 0.11
H -16.807 -10.262 14.608 0.6 0.2 -0.1 0.11
H -17.201 -12.130 16.057 -0.1 0.0 0.1 0.09
H -16.790 -11.160 17.527 -0.3 0.0 -0.1 0.12
H -14.719 -10.893 16.459 0.0 -0.2 0.0 0.07
H -16.135 -8.227 15.753 -0.1 -0.1 0.0 0.06
C -22.540 -4.007 12.651 -0.5 0.1 0.0 -0.22
C -22.594 -4.812 13.937 1.2 0.1 -0.2 -0.23
O -23.797 -4.585 14.663 0.0 -0.2 -0.1 -0.07
O -23.363 -4.595 11.633 0.3 0.2 0.2 -0.06
H -21.531 -3.876 12.262 0.1 -0.6 -0.1 0.11
H -22.853 -2.977 12.854 -0.2 -0.1 0.1 0.13
H -21.740 -4.525 14.559 -0.4 0.2 0.2 0.12
H -22.416 -5.881 13.757 -0.3 0.0 -0.3 0.11
H -24.529 -4.712 14.050 -0.1 -0.1 0.2 0.09
H -24.283 -4.403 11.839 0.0 0.1 -0.2 0.08
C -22.496 -9.788 17.522 -0.8 0.6 -0.2 -0.24
C -23.653 -9.260 16.698 0.7 1.0 -1.0 -0.24
O -24.584 -8.451 17.418 0.3 -0.4 0.4 -0.05
O -22.984 -10.825 18.362 0.7 0.0 0.1 -0.04
H -21.989 -8.988 18.068 -0.4 0.1 0.3 0.11
H -21.714 -10.078 16.815 -0.2 -0.8 0.0 0.09
H -24.141 -10.060 16.135 -0.1 -0.2 0.3 0.12
H -23.189 -8.601 15.947 0.0 -0.2 -0.1 0.08
H -25.067 -7.936 16.768 -0.1 0.0 0.1 0.08
H -22.860 -10.531 19.269 -0.1 -0.2 0.0 0.09
C -22.596 -10.520 10.498 1.4 0.1 0.5 -0.09
C -23.890 -10.934 9.882 -0.3 0.2 0.3 -0.26
O -24.998 -10.413 10.667 0.3 -0.1 -0.1 -0.10
H -22.433 -9.461 10.711 -0.5 0.1 -0.1 0.09
H -21.716 -10.801 9.911 -0.3 -0.2 -0.3 0.09
H -22.411 -11.064 11.428 -0.3 0.1 0.0 0.06
H -23.897 -12.025 9.941 -0.4 0.0 -0.4 0.11
H -24.028 -10.571 8.863 0.2 -0.2 -0.1 0.12
H -25.703 -10.197 10.054 -0.1 0.0 0.1 0.09
C -17.716 -11.316 11.241 0.7 0.6 0.5 -0.08
C -18.677 -10.989 12.364 0.2 -1.3 0.6 -0.33
O -19.995 -11.325 11.942 -0.2 0.6 0.1 -0.11
H -16.703 -11.031 11.546 -0.1 0.3 0.0 0.07
H -17.985 -10.719 10.372 0.1 -0.2 -0.2 0.07
H -17.592 -12.376 11.024 -0.7 -0.1 -0.1 0.07
H -18.557 -9.963 12.729 -0.3 0.3 -0.5 0.10
H -18.463 -11.601 13.251 0.2 -0.1 -0.1 0.09
H -20.607 -10.888 12.565 0.2 0.0 -0.2 0.03
C -19.640 -6.207 11.247 -0.2 0.5 -0.3 -0.09
C -19.088 -7.249 10.270 0.0 0.2 0.6 -0.29
O -17.759 -7.603 10.646 -0.1 -0.3 -0.1 -0.09
H -19.349 -6.439 12.271 0.1 -0.2 0.0 0.06
H -20.730 -6.115 11.233 0.0 -0.2 -0.2 0.06
H -19.258 -5.207 11.018 0.1 0.0 0.0 0.07
H -19.089 -6.915 9.228 -0.2 0.1 0.1 0.11
H -19.704 -8.146 10.335 0.3 -0.2 0.0 0.10
H -17.200 -6.827 10.542 0.0 0.0 0.0 0.08